{"formula": "C6H11NO", "method": "wB97M-V/def2-TZVPD", "species": ["C", "C", "C", "N", "C", "C", "C", "H", "H", "H", "H", "H", "H", "H", "H", "H", "H", "H", "O"], "xyz": [[1.056015, -0.601624, -2.614987], [0.884403, 0.256565, -1.515138], [1.814408, 1.066144, -0.809715], [1.209222, 1.591870, 0.376102], [-0.111288, 1.221227, 0.342913], [-0.325588, 0.287434, -0.729959], [-1.493415, -0.512875, -0.707784], [1.423102, -1.587955, -2.383881], [1.745619, -0.082153, -3.356680], [0.162038, -0.678272, -3.150926], [2.769948, 1.507034, -1.109004], [1.571591, 2.369468, 0.961258], [-0.888223, 1.445590, 1.055004], [-1.403655, -1.416196, -0.116367], [-2.451567, -0.063070, -0.333607], [-1.442387, -1.062206, -1.746867], [-2.144305, -1.682907, 5.308384], [-1.075288, -0.622513, 5.583542], [-1.300631, -1.435561, 4.947712]], "forces_ev_per_angstrom": [[2.578, 0.262, -3.137], [-0.275, 2.384, 5.036], [-0.942, 0.430, 0.360], [-0.276, 0.266, -1.671], [0.057, -2.119, -1.697], [2.864, 4.153, 3.145], [-1.819, -3.166, -2.546], [0.241, -0.369, 0.071], [-0.405, -1.000, 0.721], [-1.559, -0.437, -0.839], [-0.316, -0.619, 0.111], [-0.307, -1.061, -1.008], [0.418, 0.279, 0.432], [0.401, -0.129, 0.747], [0.806, -0.122, -1.100], [-1.462, 1.245, 1.375], [-0.730, -0.443, 0.092], [-0.498, -2.654, -2.238], [1.224, 3.098, 2.146]], "gap_ev": 8.30, "e_lumo_ev": 0.804, "fmax_ev_per_a": 5.945, "e_above_lowest_kcal_mol": 49.8, "smiles": "Cc1c[nH]cc1C.O", "e_homo_ha": -0.275}